# C43H41KN2PS5Sb

A molecular structure, C43H41KN2PS5Sb (ωB97M-V/def2-TZVPD, the Open Molecules 2025 dataset).

```
94
Properties=species:S:1:pos:R:3:forces:R:3:lowdin_charge:R:1
K 0.962460 0.704054 0.255942 0.1 0.0 -0.1 0.409
N -0.686128 -2.637217 3.087908 0.1 0.1 -0.2 -0.133
P -0.192039 -0.978995 3.015855 -0.1 0.1 0.3 1.042
C -1.726581 -0.126345 3.560359 0.0 -0.1 0.0 -0.356
C -2.118497 0.059284 4.886466 0.0 0.0 0.0 -0.101
C -3.304399 0.716187 5.177901 0.0 0.0 0.0 -0.094
C -4.118287 1.182536 4.150416 0.0 0.0 0.0 -0.079
C -3.751825 0.975168 2.831094 0.0 0.0 0.0 -0.069
C -2.560202 0.326011 2.540528 0.0 0.0 0.0 -0.126
C 0.783333 -0.889843 4.562277 0.0 0.0 0.0 -0.381
C 1.277329 -1.992387 5.249111 0.0 0.0 0.0 -0.099
C 2.024748 -1.825611 6.410625 0.0 0.0 0.0 -0.097
C 2.291502 -0.554832 6.891390 0.0 0.0 0.0 -0.101
C 1.834789 0.555376 6.189408 0.0 0.0 0.0 -0.080
C 1.097261 0.388606 5.031313 0.0 0.0 0.0 -0.106
C -1.278720 -3.199870 1.967968 0.0 0.0 0.0 -0.393
C -1.743185 -4.522253 1.972418 0.0 0.0 0.1 -0.034
C -2.285663 -5.025481 0.810428 0.0 0.0 0.0 -0.096
C -2.361941 -4.220696 -0.321658 0.0 0.0 0.0 -0.087
C -1.881627 -2.926214 -0.225122 0.0 0.0 0.0 -0.120
N -1.363369 -2.423299 0.892701 0.0 0.0 0.0 0.098
H -0.947160 -3.039133 3.975677 0.0 0.0 0.0 0.096
H -1.489687 -0.285292 5.698996 0.0 0.0 0.0 0.097
H -3.586968 0.880265 6.211094 0.0 0.0 0.0 0.094
H -5.027474 1.723270 4.382502 0.0 0.0 0.0 0.101
H -4.366897 1.342841 2.020992 0.0 0.0 0.0 0.087
H -2.262909 0.198192 1.507253 0.0 0.0 0.0 0.055
H 1.100219 -2.991347 4.870159 0.0 0.0 0.0 0.090
H 2.405029 -2.694935 6.933220 0.0 0.0 0.0 0.095
H 2.866924 -0.425835 7.799671 0.0 0.0 0.0 0.094
H 2.058170 1.553377 6.544429 0.0 0.0 0.0 0.103
H 0.746518 1.259130 4.485823 0.0 0.0 0.0 0.110
H -1.658767 -5.128050 2.866030 0.0 0.0 0.0 0.101
H -2.645501 -6.047169 0.781797 0.0 0.0 0.0 0.098
H -2.778026 -4.586799 -1.249490 0.0 0.0 0.0 0.093
H -1.919470 -2.244792 -1.069102 0.0 0.0 0.0 0.107
C 4.731054 3.307225 1.228557 0.1 0.0 -0.1 -0.401
S 4.821840 2.443228 -0.359908 -0.1 0.0 0.0 0.778
C 5.643432 0.968276 0.104386 -0.1 0.0 -0.2 -1.036
C 5.125544 -0.019119 0.884865 0.0 0.1 0.1 -1.199
S 3.645249 -0.062990 1.743813 0.0 -0.2 0.1 0.390
S 6.206992 -1.402649 1.035586 -0.1 -0.1 0.0 0.872
C 7.493351 -0.880572 0.021449 0.0 0.0 0.0 -1.552
S 8.853211 -1.781982 -0.295995 0.0 0.0 0.0 0.409
S 7.215082 0.684207 -0.607502 0.0 0.0 0.0 0.869
H 4.211146 4.245745 1.038461 0.0 0.0 0.0 0.027
H 5.731928 3.506245 1.607482 0.0 0.0 0.0 0.034
H 4.168812 2.699933 1.935338 0.0 0.0 0.0 -0.006
C -1.015300 3.824974 3.116053 -0.1 0.0 0.0 -0.092
C -1.947296 4.958792 2.727034 0.0 0.1 0.0 -0.344
C -2.139857 5.994920 3.645133 0.0 -0.1 0.0 -0.116
C -2.954665 7.079309 3.335697 0.0 0.0 0.0 -0.165
C -3.561569 7.121189 2.087486 0.0 0.0 0.0 -0.161
C -3.363415 6.066226 1.193504 0.1 0.0 0.1 -0.192
C -2.574021 4.934284 1.461001 -0.1 0.2 0.0 -0.145
Sb -2.051634 2.553473 -0.545086 0.2 -0.4 -0.2 1.339
C -1.256991 4.324549 -1.504680 0.0 0.1 0.1 -0.318
C 0.008988 4.655282 -1.016206 -0.1 0.0 0.0 -0.150
C 0.753164 5.708093 -1.524372 0.0 0.0 0.0 -0.108
C 0.222255 6.482547 -2.545010 0.0 0.0 0.0 -0.119
C -1.047190 6.192642 -3.019750 0.0 0.0 0.0 -0.082
C -1.795922 5.126209 -2.518626 0.0 0.0 0.0 -0.290
C -3.165756 4.882521 -3.098088 0.0 0.0 0.0 -0.062
C -4.065979 2.254430 -1.455372 0.1 -0.2 0.0 -0.318
C -4.084559 1.523730 -2.646009 -0.1 0.1 0.0 -0.163
C -5.258009 1.022566 -3.192167 0.0 0.0 0.0 -0.120
C -6.460262 1.217434 -2.523142 0.0 0.1 0.0 -0.127
C -6.461339 1.925479 -1.331706 0.0 0.0 0.0 -0.086
C -5.284682 2.452935 -0.790606 0.0 0.2 0.0 -0.319
C -5.381040 3.279559 0.468111 0.0 -0.1 -0.1 -0.092
H -0.449268 4.062088 4.023916 0.0 0.0 0.0 0.057
H -0.304726 3.623385 2.309121 0.0 0.0 0.0 0.047
H -1.571111 2.897932 3.289993 0.0 0.0 0.0 0.049
H -1.649645 5.960328 4.618422 0.0 0.0 0.0 0.080
H -3.106841 7.876726 4.057008 0.0 0.0 0.0 0.070
H -4.180637 7.974262 1.814647 0.0 0.0 0.0 0.070
H -3.860307 6.142584 0.221255 0.0 0.0 0.0 0.061
H 0.421779 4.079618 -0.191811 0.0 0.0 0.0 0.073
H 1.737739 5.924243 -1.125531 0.0 0.0 0.0 0.089
H 0.790862 7.302123 -2.969729 0.0 0.0 0.0 0.084
H -1.479200 6.815933 -3.797498 0.0 0.0 0.0 0.093
H -3.498246 5.750804 -3.671346 0.0 0.0 0.0 0.065
H -3.895653 4.678290 -2.316308 0.0 0.0 0.0 0.060
H -3.164549 4.014988 -3.762391 0.0 0.0 0.0 0.075
H -3.140108 1.340275 -3.151006 0.0 0.0 0.0 0.068
H -5.236440 0.478033 -4.130616 0.0 0.0 0.0 0.085
H -7.389426 0.831425 -2.928536 0.0 0.0 0.0 0.082
H -7.397452 2.082809 -0.802387 0.0 0.0 0.0 0.096
H -5.722598 4.290807 0.230980 0.0 0.0 0.0 0.078
H -4.412504 3.393048 0.959010 0.0 0.1 0.0 0.006
H -6.106177 2.849096 1.166167 0.0 0.0 0.0 0.069
C -0.873244 1.227056 -1.763890 -0.5 0.3 -0.2 -0.586
H -1.466565 0.289280 -1.798065 0.1 -0.1 0.1 -0.130
H -0.874707 1.615374 -2.795314 0.1 -0.1 0.0 -0.114
```
Forces are in eV/Å.

Its relative energy (zero: lowest compared OMol25 entry of this formula, charge and spin) is 0.00 kJ/mol. As for the charge: -2.

# C43H42As2N7O6Rb

A molecular structure, C43H42As2N7O6Rb (ωB97M-V/def2-TZVPD, the Open Molecules 2025 dataset).

```
101
Properties=species:S:1:pos:R:3:forces:R:3:lowdin_charge:R:1
Rb 1.198765 -0.086540 -0.172806 -0.1 -0.6 0.0 0.728
O 2.233562 1.648810 3.176160 0.0 0.1 0.0 -0.148
C 2.837903 0.774588 3.896118 -0.1 -0.1 0.0 -0.379
C 4.080881 1.084623 4.513791 0.0 0.0 0.0 -0.047
C 4.773454 0.177608 5.285883 0.1 0.1 0.0 -0.142
C 4.271346 -1.102822 5.504488 -0.1 0.0 0.0 -0.147
C 3.057738 -1.430259 4.920670 0.1 0.1 0.0 -0.085
C 2.325708 -0.543744 4.125143 -0.1 -0.1 0.0 -0.139
C 1.059708 -1.086904 3.613482 0.0 0.1 0.1 -0.130
N 0.214929 -0.562947 2.808420 0.0 0.0 -0.1 -0.006
N -0.885381 -1.415154 2.634093 0.0 0.0 0.0 0.027
C -1.641239 -1.130180 1.603809 0.1 0.0 0.0 -0.526
O -1.521517 -0.220406 0.722126 0.1 0.1 0.0 -0.232
C -2.792376 -2.095239 1.432394 0.0 0.0 -0.1 -0.135
C -3.396531 -2.740288 2.508989 0.0 0.0 0.0 -0.041
C -4.451748 -3.615355 2.298746 0.0 0.0 0.0 -0.109
C -4.903011 -3.876036 1.008678 0.0 0.0 0.0 -0.122
C -4.294273 -3.249317 -0.069565 0.0 0.0 0.0 -0.095
C -3.253684 -2.356187 0.145923 0.0 0.0 0.0 -0.047
H 4.467414 2.084544 4.348289 0.0 0.0 0.0 0.095
H 5.721702 0.468626 5.728829 0.0 0.0 0.0 0.083
H 4.809991 -1.823668 6.106633 0.0 0.0 0.0 0.075
H 2.645843 -2.422735 5.075757 0.0 0.0 0.0 0.095
H 0.819985 -2.084706 3.997814 0.0 0.0 0.0 0.102
H -3.012757 -2.545228 3.501416 0.0 0.0 0.0 0.100
H -4.921996 -4.105319 3.144306 0.0 0.0 0.0 0.087
H -5.720305 -4.569586 0.845443 0.0 0.0 0.0 0.085
H -4.623768 -3.458222 -1.081109 0.0 0.0 0.0 0.099
H -2.766674 -1.855519 -0.681036 0.0 0.0 0.0 0.097
C -2.369195 0.214341 -4.095963 0.0 0.1 0.1 -0.465
C -2.200533 1.722478 -3.926263 0.1 -0.1 0.1 -0.454
As -2.209068 2.208772 -2.003085 -0.2 0.1 -0.1 1.323
C -4.072949 1.671435 -1.688482 0.0 0.0 0.0 -0.396
C -5.150994 2.072525 -2.478452 0.0 0.0 0.0 -0.124
C -6.425524 1.589662 -2.226553 0.0 0.0 0.0 -0.106
C -6.636680 0.693745 -1.182185 0.0 0.0 0.0 -0.106
C -5.572141 0.287902 -0.394796 0.0 0.0 0.0 -0.077
C -4.291648 0.777992 -0.644548 -0.1 0.0 0.0 -0.098
C -2.540796 4.130046 -2.282883 0.1 -0.1 0.0 -0.375
C -1.747136 4.839004 -3.184737 -0.1 0.0 0.0 -0.111
C -1.926192 6.204489 -3.362328 0.0 0.0 0.0 -0.099
C -2.887464 6.887222 -2.629502 0.0 0.0 0.0 -0.119
C -3.663955 6.195309 -1.711522 0.0 0.0 0.0 -0.105
C -3.489703 4.827837 -1.539938 0.0 0.0 0.0 -0.117
As -0.845588 -0.803334 -3.347872 0.1 0.0 -0.2 1.308
C 0.366068 -0.741393 -4.898721 -0.1 0.0 0.1 -0.366
C 0.160256 0.050148 -6.022538 0.0 0.0 0.0 -0.112
C 1.076009 0.043836 -7.069108 0.0 0.0 0.0 -0.105
C 2.205878 -0.756731 -6.998867 0.0 0.0 0.0 -0.113
C 2.417563 -1.548252 -5.877045 0.0 0.0 0.0 -0.086
C 1.508319 -1.538821 -4.829848 0.0 0.0 0.0 -0.091
C -1.566168 -2.590914 -3.714439 0.0 0.1 0.0 -0.377
C -1.424653 -3.572388 -2.741123 0.0 -0.1 0.0 -0.118
C -1.952940 -4.842006 -2.952997 0.0 0.0 0.0 -0.081
C -2.616102 -5.135139 -4.133921 0.0 0.0 0.0 -0.112
C -2.741602 -4.160989 -5.118780 0.0 0.0 0.0 -0.109
C -2.216142 -2.895182 -4.908990 0.0 -0.1 0.0 -0.115
H -2.536521 -0.049133 -5.141764 0.0 0.0 0.0 0.048
H -3.239599 -0.137417 -3.534656 0.0 0.0 0.0 0.058
H -2.990758 2.280070 -4.433945 0.0 0.0 0.0 0.062
H -1.238150 2.059229 -4.318116 0.0 0.0 0.0 0.038
H -4.997027 2.773106 -3.292502 0.0 0.0 0.0 0.098
H -7.255471 1.907473 -2.847862 0.0 0.0 0.0 0.090
H -7.631790 0.308509 -0.991238 0.0 0.0 0.0 0.091
H -5.721402 -0.423764 0.408600 0.0 0.0 0.0 0.102
H -3.450847 0.447074 -0.039690 0.0 0.0 0.0 0.068
H -0.967920 4.324378 -3.731104 0.0 0.0 0.0 0.081
H -1.301571 6.738052 -4.069335 0.0 0.0 0.0 0.094
H -3.022589 7.953884 -2.765183 0.0 0.0 0.0 0.088
H -4.407909 6.719463 -1.122779 0.0 0.0 0.0 0.093
H -4.106672 4.301491 -0.821044 0.0 0.0 0.0 0.100
H -0.712525 0.687454 -6.091919 0.0 0.0 0.0 0.081
H 0.905273 0.672386 -7.935647 0.0 0.0 0.0 0.091
H 2.923034 -0.760294 -7.811267 0.0 0.0 0.0 0.089
H 3.299918 -2.173218 -5.809129 0.0 0.0 0.0 0.098
H 1.680289 -2.161197 -3.956643 0.0 0.0 0.0 0.082
H -0.848330 -3.361684 -1.845722 0.0 0.0 0.0 0.065
H -1.830154 -5.601391 -2.190791 0.0 0.0 0.0 0.104
H -3.025221 -6.125866 -4.296448 0.0 0.0 0.0 0.089
H -3.243455 -4.390856 -6.052045 0.0 0.0 0.0 0.089
H -2.298794 -2.147886 -5.690230 0.0 0.0 0.0 0.089
N -1.008111 2.603163 1.366810 0.1 0.0 0.1 0.067
N 0.391550 2.673049 1.532627 -0.1 0.0 0.0 0.008
C 1.253302 2.892982 0.555890 0.1 0.1 -0.2 -0.488
N 2.556203 2.935131 0.878658 -0.1 0.0 -0.1 0.176
N 0.707712 3.111682 -0.684749 0.1 -0.2 0.0 0.104
N 1.432220 2.797705 -1.758272 0.0 0.4 0.1 -0.483
O 2.626398 2.430817 -1.702227 -0.1 -0.1 0.0 -0.054
O 0.852427 2.871689 -2.841896 0.0 0.1 0.0 -0.032
H -1.238290 1.609479 1.226594 0.0 0.0 0.0 0.033
H -1.207772 3.083176 0.496212 0.0 0.0 0.0 0.015
H 0.772737 2.308787 2.415267 0.0 0.0 0.0 0.108
H 2.773456 2.522768 1.802394 0.0 0.0 0.0 0.074
H 3.177543 2.838975 0.091946 0.0 0.0 0.0 0.077
C 3.355172 -4.652515 -2.250274 -0.1 0.1 -0.1 -0.163
O 2.004057 -4.220281 -2.175869 0.0 -0.1 0.1 -0.244
C 1.720180 -3.011345 -1.436675 0.0 0.3 0.0 -0.390
O 2.718246 -2.439500 -1.008612 0.0 0.0 0.0 -0.228
H 3.838386 -4.263281 -3.155133 0.1 0.0 0.0 0.065
H 3.352004 -5.743976 -2.298973 0.0 0.0 0.0 0.063
H 3.927381 -4.313889 -1.386206 0.0 0.0 0.0 0.062
```
Forces are in eV/Å.

Its relative energy (zero: lowest compared OMol25 entry of this formula, charge and spin) is 145.85 kJ/mol. As for the charge: -2.

Question: The highest relative energy (zero: lowest compared OMol25 entry of this formula, charge and spin) belongs to which entry?
Answer: C43H42As2N7O6Rb